[1]
{
  "formula": "C20H20ClF6MnN4O4P",
  "method": "wB97M-V/def2-TZVPD",
  "species": ["Mn", "Cl", "O", "O", "O", "O", "P", "F", "F", "F", "F", "F", "F", "N", "C", "C", "C", "C", "C", "H", "H", "H", "H", "H", "N", "C", "C", "C", "C", "C", "H", "H", "H", "H", "H", "N", "C", "C", "C", "C", "C", "H", "H", "H", "H", "H", "N", "C", "C", "C", "C", "C", "H", "H", "H", "H", "H"],
  "positions_angstrom": [[0.285, -0.230, 0.166], [3.464, -0.983, 2.189], [3.219, -1.336, 3.578], [3.950, 0.360, 2.237], [4.372, -1.832, 1.486], [2.154, -0.931, 1.526], [-2.670, 0.527, -2.206], [-3.902, 0.786, -3.220], [-3.340, -0.916, -1.799], [-1.874, -0.244, -3.388], [-1.383, 0.258, -1.200], [-2.095, 2.020, -2.646], [-3.502, 1.241, -1.017], [-1.052, -1.354, 1.482], [-0.782, -2.418, 2.348], [-1.732, -2.992, 3.245], [-2.990, -2.459, 3.321], [-3.314, -1.398, 2.416], [-2.392, -1.000, 1.473], [0.184, -2.900, 2.359], [-1.450, -3.864, 3.818], [-3.787, -2.857, 3.932], [-4.326, -1.024, 2.369], [-2.726, -0.284, 0.737], [-0.161, 1.531, 1.412], [-1.001, 2.483, 0.882], [-1.443, 3.621, 1.533], [-0.990, 3.873, 2.816], [-0.119, 2.921, 3.445], [0.285, 1.782, 2.699], [-1.409, 2.347, -0.109], [-2.204, 4.270, 1.125], [-1.289, 4.725, 3.409], [0.235, 3.038, 4.459], [0.973, 1.060, 3.113], [1.411, 1.135, -1.043], [2.389, 2.070, -0.637], [3.069, 3.027, -1.434], [2.751, 3.124, -2.777], [1.772, 2.288, -3.293], [1.173, 1.359, -2.434], [2.615, 2.137, 0.417], [3.805, 3.656, -0.953], [3.144, 3.897, -3.420], [1.556, 2.370, -4.348], [0.472, 0.727, -2.959], [0.512, -1.803, -1.173], [1.761, -2.123, -1.627], [2.018, -3.117, -2.615], [0.970, -3.878, -3.119], [-0.287, -3.721, -2.567], [-0.486, -2.653, -1.671], [2.631, -1.589, -1.275], [3.029, -3.245, -2.973], [1.098, -4.564, -3.944], [-1.094, -4.391, -2.822], [-1.501, -2.529, -1.324]],
  "spin_multiplicity": 6,
  "gap_ev": [8.64, 8.95],
  "de_lowest_kcal_mol": 47.6,
  "homo_ev": [-8.87, -9.52]
}


[2]
{
  "formula": "C11H12N3PbS3Sb",
  "method": "wB97M-V/def2-TZVPD",
  "species": ["Pb", "S", "Sb", "S", "S", "C", "N", "C", "C", "N", "H", "H", "H", "H", "H", "H", "C", "C", "C", "C", "C", "C", "C", "C", "N", "H", "H", "H", "H", "H", "H"],
  "positions_angstrom": [[2.071, 0.997, -2.766], [-2.535, 1.897, -3.398], [-0.592, 2.862, -4.152], [0.782, 0.954, -4.957], [0.821, 3.095, -2.089], [-2.039, -2.396, -0.225], [-1.883, -1.041, -0.721], [-2.804, -0.015, -0.243], [-0.710, -0.684, -1.195], [0.321, -0.415, -1.641], [-3.061, -2.722, -0.422], [-1.849, -2.461, 0.850], [-1.355, -3.055, -0.756], [-3.820, -0.362, -0.434], [-2.631, 0.897, -0.813], [-2.679, 0.153, 0.830], [3.314, 1.421, 0.098], [2.331, 0.753, 0.842], [1.098, 1.378, 1.150], [0.135, 0.713, 1.871], [0.361, -0.601, 2.299], [1.565, -1.247, 1.988], [2.529, -0.582, 1.275], [-0.643, -1.297, 3.049], [-1.445, -1.863, 3.651], [4.263, 0.946, -0.103], [3.183, 2.456, -0.183], [0.904, 2.372, 0.770], [-0.806, 1.197, 2.096], [1.721, -2.268, 2.311], [3.455, -1.083, 1.021]],
  "spin_multiplicity": 2,
  "gap_ev": [6.15, 4.37],
  "charge": -1,
  "homo_ev": [-3.55, -3.54]
}


[3]
{
  "formula": "C30H46O2P2Ti",
  "method": "wB97M-V/def2-TZVPD",
  "species": ["Ti", "C", "C", "C", "C", "C", "C", "H", "H", "H", "C", "H", "H", "H", "C", "H", "H", "H", "C", "H", "H", "H", "C", "H", "H", "H", "C", "C", "C", "C", "C", "C", "C", "C", "H", "H", "H", "H", "H", "H", "H", "H", "H", "H", "H", "H", "P", "C", "C", "P", "C", "C", "C", "H", "H", "H", "H", "H", "H", "H", "H", "H", "H", "H", "H", "H", "H", "O", "C", "O", "C", "C", "C", "C", "C", "C", "H", "H", "H", "H", "H"],
  "positions_angstrom": [[-1.990, 0.569, -1.340], [0.179, 2.301, 0.883], [0.282, 2.394, -0.518], [-1.962, 2.539, 0.087], [-1.166, 2.470, 1.271], [-1.071, 2.532, -1.045], [1.334, 2.140, 1.826], [2.230, 1.707, 1.350], [1.069, 1.479, 2.671], [1.623, 3.128, 2.233], [-1.679, 2.630, 2.653], [-1.037, 2.152, 3.406], [-2.671, 2.183, 2.730], [-1.761, 3.691, 2.940], [-3.422, 2.771, -0.003], [-3.628, 3.832, -0.238], [-3.892, 2.523, 0.961], [-3.922, 2.167, -0.796], [-1.576, 2.756, -2.428], [-2.273, 3.610, -2.441], [-2.205, 1.886, -2.820], [-0.778, 2.940, -3.153], [1.536, 2.588, -1.274], [1.432, 3.389, -2.018], [1.827, 1.679, -1.812], [2.343, 2.852, -0.575], [2.797, -1.450, 2.602], [3.917, -0.829, 2.196], [4.582, -0.794, 0.837], [4.081, -1.812, -0.232], [2.850, -1.236, -1.004], [1.977, -0.705, -0.015], [1.079, -1.529, 0.771], [1.830, -2.344, 1.857], [5.657, -1.004, 0.998], [3.815, -2.740, 0.306], [4.556, 0.238, 0.417], [2.272, -3.250, 1.408], [2.473, -1.330, 3.644], [4.403, -0.190, 2.955], [1.031, -2.661, 2.546], [0.363, -0.853, 1.266], [1.776, 0.365, 0.008], [0.435, -2.222, 0.192], [4.893, -2.038, -0.949], [3.243, -0.456, -1.683], [1.764, -2.305, -2.193], [1.872, -4.000, -1.556], [2.729, -2.306, -3.741], [-0.579, -0.413, -2.656], [0.016, -2.117, -2.671], [0.496, 0.354, -3.951], [-2.312, -0.613, -3.399], [1.080, -4.189, -0.820], [2.851, -4.207, -1.102], [1.733, -4.702, -2.384], [2.669, -3.289, -4.230], [3.783, -2.106, -3.531], [2.374, -1.551, -4.447], [-2.764, -1.596, -3.228], [-2.236, -0.444, -4.480], [-3.036, 0.157, -2.973], [-0.629, -2.729, -2.015], [-0.092, -2.452, -3.729], [-0.043, 1.210, -4.389], [0.723, -0.386, -4.742], [1.446, 0.746, -3.543], [-1.819, -2.132, 1.429], [-2.414, -1.064, 1.343], [-2.442, -0.316, 0.252], [-3.141, -0.505, 2.537], [-4.365, 0.167, 2.403], [-4.924, 0.822, 3.500], [-4.275, 0.796, 4.747], [-3.098, 0.055, 4.895], [-2.560, -0.626, 3.807], [-4.874, 0.165, 1.438], [-5.857, 1.381, 3.390], [-4.678, 1.354, 5.597], [-2.580, 0.021, 5.861], [-1.667, -1.246, 3.913]],
  "spin_multiplicity": 2,
  "gap_ev": [3.73, 3.95],
  "de_lowest_kcal_mol": 114.5,
  "charge": 1,
  "homo_ev": [-7.62, -7.52]
}


[4]
{
  "formula": "C27H25F5O6S",
  "method": "wB97M-V/def2-TZVPD",
  "species": ["C", "C", "C", "C", "C", "O", "C", "C", "C", "C", "C", "O", "C", "C", "C", "C", "C", "C", "C", "O", "C", "C", "C", "F", "C", "C", "C", "C", "F", "F", "F", "C", "S", "O", "O", "F", "C", "C", "O", "H", "H", "H", "H", "H", "H", "H", "H", "H", "H", "H", "H", "H", "H", "H", "H", "H", "H", "H", "H", "H", "H", "H", "H", "H"],
  "positions_angstrom": [[4.225, -3.548, 2.847], [3.780, -2.586, 3.462], [2.966, -1.646, 4.444], [3.122, -0.177, 3.898], [4.205, 0.670, 4.552], [4.990, 0.144, 5.596], [4.411, 2.061, 4.037], [3.578, 2.662, 2.935], [2.512, 1.843, 2.287], [2.333, 0.429, 2.799], [1.216, -0.411, 2.046], [0.524, -1.211, 2.653], [1.109, -0.128, 0.494], [0.820, -1.245, -0.463], [0.571, -2.707, 0.049], [-0.979, -3.014, 0.361], [-1.972, -1.861, -0.093], [-3.489, -2.221, 0.302], [-4.515, -1.216, -0.400], [-4.458, 0.103, 0.203], [-5.659, 0.795, -0.246], [-5.575, 2.360, 0.072], [0.772, -0.941, -1.921], [0.526, -2.008, -2.782], [0.985, 0.463, -2.432], [0.934, 0.653, -3.990], [-0.535, 1.012, -4.538], [-0.727, 0.415, -5.993], [-1.984, 0.705, -6.532], [-0.581, -0.965, -6.052], [0.232, 0.994, -6.843], [1.233, 1.611, -1.507], [1.452, 3.342, -2.018], [1.468, 3.542, -3.464], [2.675, 3.833, -1.392], [0.211, 4.286, -1.434], [1.304, 1.281, -0.022], [1.604, 2.364, 1.095], [1.176, 3.498, 1.095], [4.729, -4.285, 2.184], [1.893, -1.988, 4.544], [3.472, -1.765, 5.457], [5.837, -0.164, 5.201], [5.233, 2.665, 4.520], [3.791, 3.711, 2.599], [1.148, -2.942, 0.987], [0.910, -3.425, -0.760], [-1.260, -3.962, -0.199], [-1.110, -3.125, 1.486], [-1.771, -0.857, 0.386], [-1.946, -1.808, -1.234], [-3.728, -3.307, 0.064], [-3.620, -2.065, 1.425], [-5.584, -1.582, -0.351], [-4.214, -1.091, -1.489], [-5.773, 0.628, -1.358], [-6.539, 0.401, 0.357], [-6.049, 2.611, 1.067], [-6.197, 2.868, -0.737], [-4.523, 2.758, -0.033], [1.730, 1.343, -4.403], [1.167, -0.369, -4.442], [-1.287, 0.457, -3.886], [-0.767, 2.113, -4.489]],
  "gap_ev": 8.04,
  "smiles": "C#CCc1c(O)ccc2c1C(=O)c1c(CCCCCOCC)c(F)c(CCC(F)(F)F)c(S(=O)(=O)F)c1C2=O",
  "homo_ev": -9.52
}


no.,calculated total energy (eV)
1,-104651.32322
2,-60365.42911
3,-77632.86465
4,-65103.93883